The following is a quantum chemistry calculation of a structure of composition C15H22N13O3STi in a non-equilibrium geometry, from OMol25.

Structure (XYZ):
```
55
C15H22N13O3STi wB97M-V/def2-TZVPD
Ti 0.427 0.479 0.947
S 1.591 2.062 2.700
O 1.833 -1.233 -1.695
O -1.545 1.613 -1.498
O -0.904 -1.011 -1.138
N 2.930 -2.440 2.383
N -0.650 3.056 1.631
N 3.864 -1.668 1.799
N 3.677 2.150 -0.978
N 3.768 0.265 0.446
N -0.930 1.717 1.618
N 1.014 4.594 2.000
N 1.546 2.506 -0.974
N 1.755 -1.983 2.159
N -1.022 -0.821 1.729
N 2.675 2.924 -1.424
N 1.856 -0.859 1.395
N 1.754 1.418 -0.199
C -3.201 -2.203 2.864
C -2.166 -2.887 2.188
C -1.116 -2.169 1.679
C -3.154 -0.841 2.926
C -1.984 1.245 2.274
C -2.214 -0.705 -1.583
C -1.414 1.832 -2.891
C 3.181 -0.708 1.205
C 3.086 1.244 -0.220
C -0.410 -2.145 -1.829
C -2.079 -0.146 2.322
C -2.589 0.726 -1.218
C 1.058 -2.386 -1.511
C 0.566 3.293 2.017
C 2.197 -0.971 -3.031
H 1.325 -0.846 -3.684
H -0.286 -2.699 1.240
H -0.988 -3.038 -1.556
H 2.819 -1.783 -3.429
H -2.682 1.893 2.791
H -2.274 -0.824 -2.673
H -2.169 -3.964 2.097
H -1.185 0.904 -3.432
H -0.530 -1.983 -2.910
H 2.014 4.677 1.928
H -3.922 -0.273 3.435
H 1.167 -2.660 -0.462
H -2.919 -1.412 -1.126
H 4.771 0.290 0.420
H -2.341 2.258 -3.297
H 0.502 5.183 1.361
H -4.017 -2.751 3.319
H 1.425 -3.210 -2.137
H 2.770 -0.045 -3.026
H -0.590 2.522 -3.011
H -2.811 0.801 -0.155
H -3.481 1.011 -1.791
```

Results
calculated total energy	-75376.6579	eV
HOMO level (spin up / spin down)	-3.6 / -3.1	eV
HOMO-LUMO gap (spin up / spin down)	6.125 / 5.609	eV
net charge	-1
2S+1	1
max |F|	2.0	eV/A

Results of the natural (NBO) charge analysis, in e, for atoms 1 through 8: Ti 1.736; S -0.297; O -0.521; O -0.497; O -0.531; N -0.087; N -0.391; N -0.386